Formula: C9H19N2O
Source: the OMol25 dataset
Level of theory: ωB97M-V/def2-TZVPD

Values from the calculation:
HOMO-LUMO gap in eV: 8.2
Relative energy (zero: lowest compared OMol25 entry of this formula, charge and spin) in kcal per mole: 110.4
LUMO in Ha: -0.115
Total charge: +1

Last column: Mulliken charge in e.
CARTESIAN COORDINATES (ANGSTROEM)
O  4.33  -0.47  -0.13  -0.557
N  0.94  0.89  -0.53  0.214
N  -2.53  -1.79  -0.07  -0.288
C  0.82  -1.35  0.38  -0.707
C  -2.55  -0.45  -0.14  0.819
C  2.29  -1.43  0.62  -0.510
C  -2.85  0.29  1.05  -1.168
C  3.05  -0.16  0.37  0.400
C  0.88  1.98  0.47  -0.888
C  2.34  0.56  -0.80  -1.201
C  -2.74  0.17  -1.55  -1.268
C  0.15  -0.35  -0.09  -0.092
H  -2.04  -0.44  -2.05  0.451
H  -3.86  0.07  -1.86  0.328
H  2.81  -2.05  -0.17  0.334
H  -2.29  1.12  -1.61  0.317
H  -2.41  -2.32  -0.97  0.277
H  0.67  1.13  -1.45  0.329
H  0.68  1.46  1.44  0.311
H  2.84  1.45  -1.12  0.578
H  2.34  -0.12  -1.66  0.388
H  -2.49  1.35  0.97  0.241
H  4.68  -1.19  0.44  0.341
H  -4.02  0.36  1.10  0.356
H  2.43  -1.70  1.75  0.264
H  0.10  2.59  0.30  0.438
H  -2.35  -2.29  0.77  0.277
H  -2.50  -0.15  2.02  0.356
H  1.89  2.49  0.39  0.321
H  0.07  -2.19  0.50  0.137
H  3.28  0.36  1.42  0.201

---

Formula: C12H35N2O4PS5Si
Source: the OMol25 dataset
Level of theory: ωB97M-V/def2-TZVPD

Values from the calculation:
HOMO-LUMO gap in eV: 7.3
LUMO in Ha: -0.014
Total charge: 0

Last column: Mulliken charge in e.
CARTESIAN COORDINATES (ANGSTROEM)
S  -3.53  -5.24  0.27  0.498
S  -2.38  0.53  2.82  0.748
S  1.27  2.19  3.47  0.669
S  2.46  2.48  -5.09  0.571
S  0.69  -4.28  -0.38  -0.117
P  1.90  0.30  -1.62  0.229
Si  -0.12  -0.61  -1.44  0.197
O  3.77  2.41  -4.36  -0.603
O  -0.01  2.66  4.09  -0.658
O  -3.43  -4.50  1.57  -0.580
O  -2.50  0.78  1.35  -0.699
N  -0.20  -1.38  0.21  0.002
N  -1.30  0.73  -1.61  -0.571
C  -2.86  -1.19  3.12  -0.963
C  -0.02  -2.76  0.09  0.024
C  1.99  1.86  -0.52  -0.773
C  2.74  3.35  -6.65  -0.981
C  -3.82  1.27  3.62  -1.114
C  -5.24  -5.81  0.09  -0.938
C  1.73  0.63  4.27  -0.958
C  -3.61  -4.00  -1.05  -0.627
C  3.07  -1.04  -0.92  -0.421
C  2.62  3.17  4.17  -1.056
C  4.67  -0.69  -1.04  -0.859
C  1.48  3.79  -4.32  -0.830
H  -5.38  -6.25  -0.90  0.349
H  -2.17  0.32  -2.04  0.265
H  2.51  4.20  3.83  0.313
H  1.79  3.52  -7.15  0.359
H  1.00  -0.13  4.00  0.246
H  3.58  2.78  3.83  0.361
H  1.22  3.48  -3.30  0.192
H  -3.83  -1.39  2.67  0.342
H  0.57  3.96  -4.89  0.363
H  -5.43  -6.57  0.85  0.327
H  2.78  -2.06  -1.47  0.203
H  2.57  3.15  5.27  0.339
H  3.38  2.72  -7.28  0.320
H  2.40  1.49  0.55  0.087
H  -1.50  1.05  -0.63  0.291
H  2.72  0.32  3.93  0.353
H  1.74  0.76  5.36  0.377
H  -5.93  -4.98  0.24  0.289
H  -3.80  -4.50  -2.01  0.394
H  -4.40  -3.28  -0.84  0.310
H  2.07  4.72  -4.27  0.324
H  -2.11  -1.85  2.67  0.164
H  0.92  2.35  -0.31  0.340
H  3.25  4.30  -6.46  0.290
H  5.17  -1.11  -0.04  0.260
H  5.18  -1.32  -1.92  0.252
H  -3.83  1.00  4.68  0.367
H  -2.90  -1.38  4.20  0.440
H  4.89  0.45  -1.16  0.252
H  -2.64  -3.49  -1.10  -0.020
H  -3.75  2.36  3.52  0.312
H  -4.74  0.92  3.14  0.357
H  2.77  -1.21  0.21  0.211
H  -0.23  -1.66  -2.45  -0.131
H  2.74  2.69  -0.88  0.314